A structure of composition C2HBr2NO in a non-equilibrium geometry. Source: the OMol25 dataset; level of theory: ωB97M-V/def2-TZVPD.

Energy above the lowest of the compared OMol25 structures with the same formula, charge and spin ... 50.9 kcal/mol
Highest occupied orbital energy ... -9.15 eV
Kohn-Sham gap ... 7.83 eV

Last column: Mulliken charge in e.
Geometry (Å):
C 0.67421 -0.53157 -1.15885  0.665
C -1.03286 -2.42633 -0.32634  -0.246
N 0.20050 0.17441 -0.33395  -0.519
O 1.11358 -1.17669 -2.03407  -0.432
Br -1.88968 -2.90298 -1.84855  0.074
Br 0.28490 -3.51751 0.19154  0.087
H -0.74246 0.10527 0.01217  0.371

***

An isolated molecule of C11H10N2 in a non-equilibrium geometry. Source: the OMol25 dataset; level of theory: ωB97M-V/def2-TZVPD.

SMILES ... C=CCc1ccc2nccnc2c1
Energy above the lowest of the compared OMol25 structures with the same formula, charge and spin ... 34.0 kcal/mol
Highest occupied orbital energy ... -9.01 eV
Kohn-Sham gap ... 8.90 eV

Last column: Mulliken charge in e.
Geometry (Å):
C 3.55785 -0.21540 0.04828  -0.851
C 2.97585 0.82882 -0.55540  -0.165
C 1.91280 1.70211 0.05994  -0.667
C 0.54645 1.03258 0.02130  0.683
C -0.57723 1.82197 -0.34517  -0.676
C -1.82431 1.27694 -0.39746  -0.610
C -2.04046 -0.08494 -0.10453  0.436
N -3.29915 -0.60269 -0.19946  -0.649
C -3.39384 -1.86787 0.10472  -0.215
C -2.28399 -2.65904 0.50528  -0.219
N -1.06623 -2.19727 0.57802  -0.605
C -0.93117 -0.87448 0.26937  0.277
C 0.34678 -0.28032 0.32979  -0.346
H 3.79746 -0.22789 1.10647  0.327
H 3.79032 -1.09594 -0.54226  0.296
H 3.26785 1.04694 -1.58022  0.304
H 1.83348 2.60322 -0.55097  0.355
H 2.17324 1.98479 1.08406  0.370
H -0.46153 2.87441 -0.57250  0.327
H -2.67647 1.88185 -0.67954  0.404
H -4.37305 -2.33280 0.04594  0.384
H -2.44744 -3.70658 0.73833  0.406
H 1.17278 -0.90841 0.63601  0.435

***

A cluster of 3 separate species, C4H12O3 in total in a non-equilibrium geometry. Source: the OMol25 dataset; level of theory: ωB97M-V/def2-TZVPD.

SMILES ... C/C=C/CO.O.O
Energy above the lowest of the compared OMol25 structures with the same formula, charge and spin ... 38.0 kcal/mol
Highest occupied orbital energy ... -9.65 eV
Kohn-Sham gap ... 10.07 eV

Last column: Mulliken charge in e.
Geometry (Å):
C 0.44118 -4.30792 0.59418  -1.113
C 0.09373 -2.95972 0.05659  0.056
C -0.32353 -1.92587 0.78004  -0.541
C -1.02030 -0.74476 0.21829  -0.273
O -2.44972 -0.89514 0.42435  -0.538
H 0.36424 -4.96064 -0.28906  0.307
H -0.01543 -4.90336 1.37618  0.370
H 1.52617 -4.27544 0.69787  0.303
H 0.10525 -2.87046 -1.02601  0.276
H -0.40911 -2.09534 1.84689  0.334
H -0.74632 0.22110 0.63624  0.253
H -0.96991 -0.72014 -0.86878  0.237
H -2.62707 -1.84012 0.46009  0.330
O 1.76075 7.43624 0.60373  -0.636
H 1.12520 6.74516 0.82470  0.312
H 2.04887 7.23800 -0.29471  0.324
O 0.68990 3.51475 -2.13579  -0.636
H 0.52531 3.85647 -1.25570  0.311
H -0.11920 3.48716 -2.64911  0.324

***

A cluster of 16 separate species, C35H95N8O24 in total in a non-equilibrium geometry. Source: the OMol25 dataset; level of theory: ωB97M-V/def2-TZVPD.

Energy above the lowest of the compared OMol25 structures with the same formula, charge and spin ... 0.0 kcal/mol
Total charge ... -1
Highest occupied orbital energy ... -2.80 eV
Kohn-Sham gap ... 4.40 eV

Last column: Mulliken charge in e.
Geometry (Å):
C -1.24890 0.89097 -0.54723  1.284
N 0.11190 0.26929 -0.66851  0.979
C 0.66237 0.17132 0.73170  1.441
C 0.02783 -1.07663 -1.29533  0.281
C 0.88597 1.34795 -1.40387  -0.737
C 2.38244 1.19774 -1.33401  0.805
O 2.63386 0.01877 -2.08232  0.095
H -1.62571 0.93016 -1.56562  0.016
H -1.21684 1.84516 -0.03426  -0.310
H -1.96669 0.28791 0.01231  -1.340
H 0.05601 -0.53244 1.30816  -0.535
H 0.47279 1.11569 1.23650  -0.938
H 1.68216 -0.21004 0.75252  0.230
H -0.49753 -1.64642 -0.52729  -0.162
H 1.00093 -1.56025 -1.36636  -0.495
H -0.46308 -1.08624 -2.26290  0.220
H 0.58842 2.36983 -1.17245  0.051
H 0.54948 1.14951 -2.42432  0.734
H 2.89235 1.03980 -0.37707  -1.180
H 3.03904 1.95436 -1.77613  0.139
H 3.16803 -0.54125 -1.49119  -0.662
O 4.37650 -3.89621 -2.66027  -0.959
C 4.81047 -3.08481 -1.59468  -0.598
C 3.85181 -2.79043 -0.42124  0.667
O 3.90194 -1.54538 0.23636  0.239
H 5.16575 -2.15284 -2.07327  -0.255
H 5.71940 -3.53525 -1.16050  0.433
H 3.96144 -3.64759 0.26880  0.140
H 2.79850 -2.95676 -0.72303  -0.676
C 1.68837 -1.38176 -5.06085  0.432
C 3.18093 -1.33776 -4.80477  0.000
O 3.96177 -1.96782 -5.81857  -0.642
O 1.17872 -2.61968 -4.55955  -0.591
H 1.37853 -0.99559 -6.03483  0.280
H 1.26575 -0.68082 -4.33037  -0.447
H 3.48210 -1.75509 -3.84018  0.024
H 3.48890 -0.28199 -4.77137  0.046
H 4.64808 -2.48119 -5.38077  0.388
H 1.82594 -3.32208 -4.69895  0.278
C -3.69741 -0.43029 -3.29987  -0.646
C -3.62475 0.97585 -3.83466  -0.529
O -2.25478 1.47415 -3.83915  -0.523
O -3.65512 -0.48536 -1.87689  0.891
H -2.86094 -0.99858 -3.72244  0.271
H -4.53041 -1.00363 -3.71370  0.557
H -4.18591 1.81120 -3.40087  0.223
H -3.98674 1.04685 -4.86761  0.442
H -2.33762 2.42460 -3.94749  0.230
H -3.80260 -1.42290 -1.63860  -0.267
C 4.47015 -1.63372 3.60112  -0.232
C 3.49981 -2.76102 3.22866  -0.601
O 2.37985 -2.23427 2.52674  0.270
O 5.33765 -1.31645 2.56946  -0.688
H 5.02234 -2.00833 4.46924  0.479
H 3.84797 -0.75460 3.82202  -0.157
H 3.22651 -3.42933 4.04984  0.506
H 4.08610 -3.46897 2.62695  0.263
H 2.76679 -1.95059 1.65412  -0.625
H 4.80485 -1.30921 1.73223  0.298
C -6.69409 0.08621 -0.06819  0.529
C -6.38804 1.20879 -1.03723  -0.756
O -5.19087 1.88831 -0.79900  -0.266
O -7.72216 -0.78058 -0.54933  -0.561
H -7.01361 0.44487 0.91636  0.214
H -5.81779 -0.55057 0.05432  -0.412
H -7.18663 1.96064 -1.07481  0.444
H -6.40996 0.70368 -2.01607  0.353
H -4.50026 1.28744 -1.12323  -0.299
H -8.49534 -0.24993 -0.76892  0.297
C -1.60746 3.20602 3.09756  0.659
C -0.14850 3.43843 2.82354  1.429
O 0.59696 3.93445 3.92975  -0.680
O -2.31884 4.46293 2.92677  -0.524
H -1.80893 2.87999 4.12131  0.265
H -2.01718 2.46876 2.40954  -0.790
H 0.05800 4.09750 1.97907  0.274
H 0.27322 2.50194 2.44011  -1.132
H 1.12338 4.68591 3.65885  0.383
H -2.18456 4.92102 3.76252  0.311
C -3.26254 4.80291 -0.04659  -0.009
C -1.83397 4.98280 -0.53684  -0.258
O -1.47760 3.85774 -1.29437  -0.223
O -4.18411 4.74588 -1.15458  -0.683
H -3.44812 5.70434 0.54597  0.311
H -3.53092 3.87425 0.45477  -0.099
H -1.21992 5.07649 0.36201  0.003
H -1.65674 5.92932 -1.05705  0.415
H -1.89853 3.83371 -2.15496  0.165
H -4.66338 3.90918 -1.14386  0.391
C -4.68881 -0.60695 2.70301  -0.845
C -4.04682 -0.92185 4.03254  -0.327
O -3.57045 0.24629 4.68229  -0.528
O -3.79041 -0.03509 1.75257  0.565
H -5.55162 0.05866 2.78070  0.370
H -4.99887 -1.54869 2.24982  0.392
H -3.26416 -1.66182 3.80884  0.046
H -4.74852 -1.47305 4.67135  0.511
H -3.28052 -0.08237 5.54010  0.346
H -3.21536 0.63200 2.14256  -0.342
O 6.71127 2.52596 -2.02543  -0.743
C 6.21457 1.39688 -1.99752  0.491
N 5.87080 0.83823 -0.83362  -0.136
C 5.79729 0.67306 -3.29249  -0.105
H 6.03445 1.31052 0.03635  0.129
H 5.27342 0.01689 -0.77398  -0.004
H 5.37481 -0.31198 -3.07207  -0.164
H 6.67839 0.42229 -3.87918  0.466
H 5.00477 1.24194 -3.77070  0.114
O 2.11809 3.03325 1.01413  -0.099
C 3.08750 2.63726 1.64766  0.052
N 4.22032 3.37269 1.74241  -0.483
C 3.18766 1.25996 2.27556  0.083
H 5.13466 2.95616 1.64276  0.208
H 4.22498 4.26106 1.25926  0.279
H 4.07780 1.24773 2.90898  0.766
H 3.28684 0.54055 1.46180  0.052
H 2.41436 1.02000 3.00202  -0.619
O 3.07793 4.44993 -2.49881  -0.578
C 2.45877 5.49731 -2.63834  0.789
N 2.25232 6.33571 -1.61837  -0.397
C 1.99600 5.89656 -4.03411  -1.103
H 2.59898 5.91481 -0.76523  0.209
H 2.15028 7.32319 -1.75334  0.195
H 1.98995 6.98925 -4.08155  0.378
H 0.95054 5.58225 -4.07490  0.198
H 2.57727 5.47156 -4.84123  0.292
O -4.03399 -3.16402 -1.48093  -0.751
C -4.05618 -3.65509 -0.34949  0.797
N -3.40080 -3.04023 0.65443  1.238
C -4.89663 -4.83442 0.03200  -1.533
H -3.45066 -3.50773 1.54895  -0.034
H -2.86931 -2.19346 0.57238  -0.997
H -4.34077 -5.74167 0.26035  0.285
H -5.69014 -4.92368 -0.70463  0.405
H -5.38731 -4.60592 0.98364  0.375
O -2.49136 -4.11310 3.14537  -0.823
C -1.36179 -3.90915 2.67460  0.957
N -0.76152 -2.71156 2.79756  1.220
C -0.52516 -5.00733 2.10451  -1.263
H 0.24781 -2.71287 2.76955  -0.180
H -1.19474 -1.87336 3.14680  -1.199
H 0.21116 -5.22578 2.87987  0.372
H -0.06881 -4.68251 1.17026  -0.053
H -1.14360 -5.86775 1.86976  0.411
O -0.93097 -5.10274 -0.67384  -0.670
C -0.17136 -4.67293 -1.53420  0.624
N -0.60950 -3.92510 -2.57904  0.045
C 1.26079 -5.19983 -1.65101  -0.867
H -1.59550 -3.71807 -2.62272  0.181
H 0.02721 -3.57618 -3.27591  0.182
H 2.04442 -4.45045 -1.80225  0.109
H 1.26106 -6.06240 -2.31112  0.379
H 1.50019 -5.53081 -0.63735  0.271
O -0.61972 0.27280 3.56864  0.560
C -0.08462 0.08686 4.66689  0.497
N 0.68433 1.03613 5.20169  -0.140
C -0.19934 -1.21704 5.40647  -1.616
H 0.80361 1.93828 4.76215  0.035
H 1.21348 0.87687 6.04235  0.194
H 0.70353 -1.82353 5.30254  0.271
H -1.05097 -1.80561 5.08308  0.259
H -0.32842 -1.20680 6.49396  0.417

***

Look up the energy above the lowest of the compared OMol25 structures with the same formula, charge and spin of the second one.
34.0 kcal/mol

***

Which of these has the highest energy above the lowest of the compared OMol25 structures with the same formula, charge and spin?
C2HBr2NO

***

Repeat the third record exactly.
A cluster of 3 separate species, C4H12O3 in total in a non-equilibrium geometry. Source: the OMol25 dataset; level of theory: ωB97M-V/def2-TZVPD.

SMILES ... C/C=C/CO.O.O
Energy above the lowest of the compared OMol25 structures with the same formula, charge and spin ... 38.0 kcal/mol
Highest occupied orbital energy ... -9.65 eV
Kohn-Sham gap ... 10.07 eV

Last column: Mulliken charge in e.
Geometry (Å):
C 0.44118 -4.30792 0.59418  -1.113
C 0.09373 -2.95972 0.05659  0.056
C -0.32353 -1.92587 0.78004  -0.541
C -1.02030 -0.74476 0.21829  -0.273
O -2.44972 -0.89514 0.42435  -0.538
H 0.36424 -4.96064 -0.28906  0.307
H -0.01543 -4.90336 1.37618  0.370
H 1.52617 -4.27544 0.69787  0.303
H 0.10525 -2.87046 -1.02601  0.276
H -0.40911 -2.09534 1.84689  0.334
H -0.74632 0.22110 0.63624  0.253
H -0.96991 -0.72014 -0.86878  0.237
H -2.62707 -1.84012 0.46009  0.330
O 1.76075 7.43624 0.60373  -0.636
H 1.12520 6.74516 0.82470  0.312
H 2.04887 7.23800 -0.29471  0.324
O 0.68990 3.51475 -2.13579  -0.636
H 0.52531 3.85647 -1.25570  0.311
H -0.11920 3.48716 -2.64911  0.324